# 1
C20H21BrF5GeN3O5RuTe | ωB97M-V/def2-TZVPD

- Gap between HOMO and LUMO (alpha / beta): 6.1 / 6.0 eV
- E_HOMO (alpha / beta): -0.176 / -0.175 Ha
- Lowest unoccupied orbital energy (alpha / beta): 0.0478 / 0.0465 hartree
- Total charge: -1
- ⟨S²⟩: 0.755
- Spin multiplicity: 2
- ΔE to the lowest compared entry with this formula, charge and spin: 26.6 kJ/mol
- Strongest force on any atom: 1.7 eV/Å

Positions of all 58 atoms, in Å:
Ru1 -0.296 -0.043 -0.023
Br1 6.751 -2.664 0.156
C1 5.183 -1.618 -0.008
C2 5.275 -0.256 -0.234
C3 4.121 0.496 -0.342
C4 2.862 -0.088 -0.215
O1 1.759 0.714 -0.328
C5 2.758 -1.481 -0.027
C6 1.551 -2.307 0.005
N1 0.346 -1.888 -0.156
C7 -0.717 -2.845 -0.255
C8 -0.581 -4.176 -0.547
C9 -1.724 -5.008 -0.578
C10 -2.969 -4.501 -0.329
C11 -3.138 -3.124 -0.048
C12 -4.394 -2.517 0.212
C13 -4.442 -1.184 0.489
C14 -3.245 -0.431 0.504
N2 -2.083 -0.966 0.230
C15 -2.006 -2.303 -0.024
C16 3.946 -2.217 0.080
H1 6.240 0.221 -0.339
H2 4.180 1.555 -0.545
H3 1.755 -3.364 0.143
H4 0.382 -4.607 -0.781
H5 -1.598 -6.057 -0.808
H6 -3.844 -5.138 -0.354
H7 -5.293 -3.119 0.178
H8 -5.371 -0.665 0.679
H9 -3.244 0.629 0.724
H10 3.882 -3.285 0.239
C17 -3.030 3.722 1.715
Ge1 -1.158 3.290 1.399
C18 -0.261 2.716 3.030
C19 -0.165 4.794 0.637
C20 1.875 2.032 0.051
H11 -3.135 4.572 2.391
H12 -3.517 2.858 2.169
H13 -3.523 3.935 0.768
H14 0.186 3.577 3.530
H15 0.534 2.015 2.781
H16 -0.947 2.222 3.714
H17 -0.453 5.722 1.135
H18 -0.377 4.877 -0.425
H19 0.908 4.661 0.786
H20 2.523 2.234 0.887
H21 1.190 2.664 -0.486
O2 0.405 -0.646 4.045
N3 -0.107 -0.363 2.973
O3 -1.317 -0.189 2.810
O4 0.682 -0.223 1.931
F1 -1.912 3.870 -1.670
Te1 -1.983 1.981 -1.795
F2 -0.087 2.314 -2.205
F3 -0.651 -0.313 -1.962
F4 -3.824 2.419 -1.121
F5 -2.359 2.392 -3.680
O5 -1.188 1.932 0.212

=====

# 2
C20H21Cl2N3O6S | ωB97M-V/def2-TZVPD

- Gap between HOMO and LUMO: 7.9 eV
- E_HOMO: -0.299 Ha
- Lowest unoccupied orbital energy: -0.0093 hartree
- Total charge: 0
- Strongest force on any atom: 0.9 eV/Å
- Structure (SMILES): COc1ccc(Cl)cc1NC(=O)COC(=O)/C=C/c1c(C)nn([C@@H]2CCS(=O)(=O)C2)c1Cl

Positions of all 53 atoms, in Å:
C1 -0.748 -3.645 -0.282
O1 -0.863 -3.084 -1.566
C2 -1.886 -3.494 -2.373
C3 -2.858 -4.417 -2.026
C4 -3.864 -4.751 -2.922
C5 -3.893 -4.155 -4.167
Cl1 -5.144 -4.566 -5.284
C6 -2.929 -3.230 -4.543
C7 -1.922 -2.898 -3.652
N1 -0.908 -1.985 -3.941
C8 -0.829 -1.121 -4.979
O2 -1.599 -1.051 -5.909
C9 0.395 -0.194 -4.877
O3 0.402 0.579 -3.683
C10 1.011 0.061 -2.604
O4 1.504 -1.049 -2.591
C11 0.993 0.993 -1.481
C12 1.580 0.652 -0.323
C13 1.649 1.427 0.877
C14 2.368 1.081 2.057
C15 3.192 -0.131 2.289
N2 2.224 2.006 2.978
N3 1.431 2.953 2.470
C16 0.988 4.085 3.254
C17 1.754 4.131 4.585
C18 1.278 2.991 5.466
S1 -0.436 2.666 4.916
O5 -0.537 1.368 4.315
O6 -1.373 2.991 5.954
C19 -0.483 3.942 3.601
C20 1.065 2.647 1.207
Cl2 0.078 3.697 0.304
H1 0.137 -3.184 0.155
H2 -1.620 -3.414 0.337
H3 -0.607 -4.729 -0.329
H4 -2.851 -4.884 -1.055
H5 -4.618 -5.470 -2.643
H6 -2.958 -2.765 -5.514
H7 -0.165 -1.972 -3.246
H8 1.308 -0.799 -4.929
H9 0.361 0.518 -5.703
H10 0.490 1.929 -1.651
H11 2.064 -0.316 -0.281
H12 2.560 -1.017 2.278
H13 3.947 -0.237 1.513
H14 3.677 -0.055 3.258
H15 1.175 4.996 2.671
H16 2.824 4.052 4.395
H17 1.549 5.092 5.059
H18 1.247 3.241 6.520
H19 1.839 2.080 5.288
H20 -1.097 3.580 2.785
H21 -0.897 4.851 4.024

=====

# 3
C20H21ClFNO5 | ωB97M-V/def2-TZVPD

- Gap between HOMO and LUMO: 9.1 eV
- E_HOMO: -0.303 Ha
- Lowest unoccupied orbital energy: 0.0295 hartree
- Total charge: 0
- ΔE to the lowest compared entry with this formula, charge and spin: 25.1 kJ/mol
- Strongest force on any atom: 0.7 eV/Å
- Structure (SMILES): CCOc1ccc(C(=O)NCC(=O)OCc2c(F)cccc2Cl)cc1OCC

Positions of all 49 atoms, in Å:
C1 4.120 -0.993 5.652
C2 4.177 -2.017 4.522
O1 2.923 -2.215 3.902
C3 2.431 -1.292 3.024
C4 3.133 -0.169 2.597
C5 2.571 0.742 1.725
C6 1.272 0.569 1.266
C7 0.705 1.587 0.343
O2 1.390 2.249 -0.414
N1 -0.637 1.775 0.453
C8 -1.358 2.572 -0.501
C9 -2.441 1.745 -1.170
O3 -2.753 0.639 -0.818
O4 -3.008 2.422 -2.166
C10 -4.001 1.749 -2.947
C11 -3.636 1.824 -4.403
C12 -4.465 2.463 -5.319
F1 -5.622 2.999 -4.882
C13 -4.161 2.563 -6.663
C14 -2.976 2.014 -7.119
C15 -2.122 1.371 -6.242
C16 -2.453 1.277 -4.898
Cl1 -1.376 0.457 -3.827
C17 0.577 -0.571 1.653
C18 1.134 -1.510 2.511
O5 0.310 -2.552 2.831
C19 0.835 -3.854 3.029
C20 1.588 -4.373 1.809
H1 5.093 -0.922 6.130
H2 3.838 -0.012 5.276
H3 3.384 -1.301 6.390
H4 4.940 -1.747 3.782
H5 4.430 -3.001 4.928
H6 4.135 0.010 2.950
H7 3.130 1.606 1.401
H8 -1.186 1.122 0.991
H9 -1.829 3.441 -0.025
H10 -0.643 2.934 -1.247
H11 -4.959 2.244 -2.767
H12 -4.057 0.705 -2.613
H13 -4.845 3.068 -7.326
H14 -2.718 2.085 -8.164
H15 -1.198 0.939 -6.591
H16 -0.412 -0.788 1.278
H17 -0.055 -4.463 3.211
H18 1.477 -3.889 3.914
H19 2.487 -3.784 1.638
H20 1.874 -5.409 1.968
H21 0.958 -4.310 0.925

=====

# 4
C20H21ClN5PtS2Se2 | ωB97M-V/def2-TZVPD

- Gap between HOMO and LUMO (alpha / beta): 7.6 / 5.4 eV
- E_HOMO (alpha / beta): -0.367 / -0.383 Ha
- Lowest unoccupied orbital energy (alpha / beta): -0.0864 / -0.1833 hartree
- Total charge: +1
- ⟨S²⟩: 6.031
- Spin multiplicity: 5
- ΔE to the lowest compared entry with this formula, charge and spin: 49.8 kJ/mol
- Strongest force on any atom: 0.7 eV/Å

Positions of all 52 atoms, in Å:
Pt1 -0.006 0.250 0.369
C1 3.421 0.284 2.111
C2 2.720 -1.007 1.858
N1 1.503 -1.134 1.396
C3 1.103 -2.456 1.337
C4 2.046 -3.340 1.742
S1 3.470 -2.508 2.187
C5 -0.273 -2.746 0.933
C6 -0.840 -3.963 0.752
S2 -2.482 -3.776 0.325
C7 -2.341 -2.080 0.430
N2 -1.136 -1.684 0.754
C8 -3.490 -1.179 0.147
H1 2.771 1.114 1.851
H2 4.337 0.354 1.524
H3 3.684 0.365 3.167
H4 1.974 -4.412 1.806
H5 -0.382 -4.933 0.836
H6 -4.429 -1.726 0.182
H7 -3.375 -0.749 -0.849
H8 -3.522 -0.374 0.879
Cl1 1.040 3.073 2.619
C9 -0.144 1.980 2.054
H9 -1.078 2.468 1.816
H10 -0.180 1.052 2.636
C10 -3.157 2.494 -3.798
N3 -2.792 2.198 -2.419
C11 -3.496 2.538 -1.290
C12 -2.770 2.072 -0.239
N4 -1.634 1.455 -0.710
C13 -1.682 1.558 -2.025
H11 -4.229 2.363 -3.921
H12 -2.643 1.794 -4.451
H13 -2.881 3.514 -4.056
H14 -4.433 3.065 -1.336
H15 -3.008 2.134 0.808
H16 -0.944 1.183 -2.713
Se1 -1.567 -2.039 -3.204
C14 -0.348 -1.244 -2.213
N5 0.462 -0.708 -1.542
Se2 1.622 2.237 -0.664
C15 3.331 1.562 -1.011
C16 4.372 2.479 -1.210
C17 5.662 2.022 -1.410
C18 5.916 0.656 -1.445
C19 4.880 -0.259 -1.274
C20 3.590 0.185 -1.047
H17 4.160 3.540 -1.197
H18 6.468 2.729 -1.553
H19 6.924 0.302 -1.616
H20 5.083 -1.320 -1.322
H21 2.775 -0.514 -0.922